{"formula": "C4H11NO", "method": "the ωB97M-V functional and the def2-TZVPD basis", "elements": ["C", "C", "N", "H", "H", "H", "H", "H", "H", "C", "O", "C", "H", "H", "H", "H", "H"], "xyz": [[-0.424568, 0.946478, 2.102684], [0.894583, 1.160606, 2.147144], [-1.385453, 1.892035, 1.834644], [-0.773437, -0.046403, 2.352217], [1.572798, 0.372732, 2.436018], [1.388548, 2.095043, 1.924737], [-1.122532, 2.834030, 1.684557], [-2.143786, 1.628052, 1.241824], [2.054154, -1.141099, -2.563633], [0.448351, -0.663813, -1.512151], [1.782695, -1.190335, -1.649709], [-0.574853, -1.727838, -1.798720], [0.452961, -0.395371, -0.455448], [0.341935, 0.234025, -2.119879], [-1.589569, -1.331395, -1.729804], [-0.413063, -2.116995, -2.806240], [-0.508763, -2.549751, -1.088241]], "forces_ev_per_angstrom": [[1.3, 0.1, 0.0], [0.0, -0.2, 0.1], [-0.8, -0.3, 0.3], [-0.3, 0.0, -0.1], [-0.1, -0.2, 0.1], [-0.3, 0.3, -0.1], [0.6, 0.7, -0.1], [-0.3, -0.3, -0.1], [0.0, 0.0, -0.4], [1.1, -0.4, 0.7], [-0.1, 0.1, 0.1], [-0.3, 0.0, -0.3], [-0.5, 0.3, -0.1], [-0.2, 0.0, 0.0], [0.0, 0.1, -0.1], [-0.2, -0.1, 0.0], [0.2, 0.0, 0.0]], "multiplicity": 1, "total_charge": 0, "gap_ha": 0.3400}

=====

{"formula": "C3H11NO3S", "method": "the ωB97M-V functional and the def2-TZVPD basis", "elements": ["C", "O", "C", "C", "S", "N", "H", "H", "H", "H", "H", "H", "H", "H", "H", "O", "H", "H", "O"], "xyz": [[0.197357, -0.310357, 0.610918], [0.651623, -1.352565, -0.226137], [0.322268, 1.051274, -0.089420], [0.014779, 2.258278, 0.812841], [1.134532, 2.495342, 2.251326], [1.588894, 1.227667, -0.811739], [-0.847324, -0.437778, 0.938693], [0.733620, -0.339066, 1.564237], [-0.459745, 1.038485, -0.861776], [-1.004221, 2.066719, 1.178676], [0.016089, 3.159508, 0.198701], [1.567926, 0.510032, -1.537760], [2.385477, 0.969848, -0.225014], [-0.165750, -1.808514, -0.635214], [-2.088644, -2.693210, -0.280390], [-1.488580, -2.605605, -1.034784], [-2.310395, -3.265770, -2.197441], [-2.211335, -3.664022, -3.686809], [-2.787531, -3.781467, -2.934874]], "forces_ev_per_angstrom": [[0.1, 0.1, 0.3], [-0.5, -0.1, -0.1], [0.0, 0.3, 0.2], [0.0, -0.7, 0.4], [0.0, 0.1, 0.0], [0.2, -0.4, -0.5], [-0.1, -0.1, -0.4], [0.5, 0.3, -0.2], [0.1, 0.1, -0.1], [0.0, 0.3, 0.0], [-0.1, 0.0, -0.1], [0.2, 0.1, 0.2], [-0.4, 0.2, 0.2], [0.1, 0.0, 0.4], [0.3, 0.1, -0.2], [-0.4, -0.1, -0.1], [0.4, 0.1, 0.6], [0.2, 0.0, -0.2], [-0.5, -0.2, -0.3]], "multiplicity": 1, "total_charge": -2, "gap_ha": 0.2150}

=====

{"formula": "C4H11N2", "method": "the ωB97M-V functional and the def2-TZVPD basis", "elements": ["C", "C", "C", "C", "N", "N", "H", "H", "H", "H", "H", "H", "H", "H", "H", "H", "H"], "xyz": [[-1.494563, 0.606232, 1.080161], [-0.133676, 1.071652, 0.627657], [0.801124, 0.115905, -0.029484], [1.180218, 0.121987, -1.335327], [1.651471, -0.955741, -2.149945], [-1.359431, -0.668579, 1.900816], [-2.258661, 0.367181, 0.303217], [-1.884172, 1.396576, 1.816716], [0.346380, 1.486052, 1.548447], [-0.255554, 1.983229, 0.106437], [0.929784, -0.679260, 0.692612], [0.916348, 1.014614, -1.907117], [1.838098, -0.612768, -3.057965], [2.466594, -1.570280, -1.711789], [0.791071, -1.703473, -2.236686], [-1.416750, -0.646798, 2.853931], [-2.118278, -1.326531, 1.498324]], "forces_ev_per_angstrom": [[-1.1, -1.2, 2.8], [1.2, 1.8, 0.9], [-0.4, -1.1, -1.3], [-1.8, 2.4, 2.7], [-1.0, -5.2, 2.4], [-1.6, -1.5, -5.6], [0.8, 0.6, 0.3], [0.3, -0.8, -1.6], [0.0, -0.8, -0.4], [-0.2, 0.9, -1.3], [0.5, -0.8, -0.5], [0.2, -0.4, -0.1], [0.8, 0.1, -1.3], [-1.7, 1.8, -1.3], [2.6, 2.1, -0.1], [-0.4, 0.6, 2.8], [1.9, 1.2, 1.5]], "multiplicity": 1, "total_charge": 1, "gap_ha": 0.3122}

=====

Electronic energy
In order: -7862.87637 -21756.71366 -7297.75288
Unit: eV
E_HOMO
In order: -8.32 0.15 -12.54
Unit: eV
Strongest force on any atom
In order: 1.39 0.82 6.02
Unit: eV Å⁻¹